(1)
# C10H16P

An isolated ion of composition C10H16P and charge +1 in a non-equilibrium geometry (the ωB97M-V functional and the def2-TZVPD basis, OMol25).

Values from the calculation:
ΔE to the lowest compared entry with this formula, charge and spin   4.667 eV
Max |F|   5.085 eV Å⁻¹
Total charge   +1
Orbital gap   8.19 eV
DFT total energy   -19906.334 eV

Element x y z (Å)
C (-2.58, -0.55, -0.31)
C (-1.48, -1.52, -0.56)
C (-1.92, -0.73, 0.77)
C (1.16, -0.38, 0.44)
C (-0.83, -0.29, 1.57)
C (1.64, 0.98, 0.79)
C (-0.66, 1.08, 1.94)
C (0.90, 1.35, 2.14)
C (1.20, -1.63, -2.28)
C (-0.30, 0.83, -1.90)
P (0.19, -0.66, -1.02)
H (-3.63, -0.44, -0.53)
H (-1.52, -2.58, -0.67)
H (-0.59, -1.06, 2.27)
H (1.49, -1.29, 0.80)
H (2.71, 0.91, 0.82)
H (1.26, 1.71, 0.13)
H (-1.22, 1.76, 1.32)
H (-0.97, 1.04, 2.94)
H (1.18, 0.75, 3.05)
H (1.00, 2.41, 2.37)
H (1.84, -0.82, -2.78)
H (0.58, -2.11, -3.06)
H (1.91, -2.40, -1.97)
H (-0.41, 0.84, -3.00)
H (0.32, 1.58, -1.74)
H (-1.31, 1.19, -1.52)

***

(2)
# C10H17BBrO8P

One molecule with the formula C10H17BBrO8P in a non-equilibrium geometry (the ωB97M-V functional and the def2-TZVPD basis, OMol25).

Values from the calculation:
ΔE to the lowest compared entry with this formula, charge and spin   0.365 eV
SMILES   COB(O)[C@@]1(P(C)O)OC(=O)O[C@]1(Br)CCCOC(C)=O
Max |F|   2.421 eV Å⁻¹
Orbital gap   9.64 eV
DFT total energy   -107035.046 eV

Element x y z (Å)
C (4.71, -0.68, 1.03)
O (3.85, 0.30, 1.62)
B (3.14, 1.04, 0.73)
O (3.39, 2.38, 0.58)
C (1.98, 0.38, -0.17)
P (2.47, 0.20, -1.99)
C (1.10, 0.90, -2.97)
O (2.31, -1.41, -2.26)
O (1.81, -0.99, 0.37)
C (1.09, -0.89, 1.51)
O (0.82, -1.80, 2.25)
O (0.67, 0.42, 1.64)
C (0.60, 0.86, 0.29)
Br (0.33, 2.79, 0.17)
C (-0.59, 0.21, -0.43)
C (-1.78, -0.13, 0.46)
C (-2.57, -1.31, -0.11)
O (-3.95, -1.02, -0.31)
C (-4.63, -0.78, 0.85)
C (-5.44, 0.47, 0.81)
O (-4.55, -1.52, 1.82)
H (5.02, -1.36, 1.80)
H (4.22, -1.25, 0.26)
H (5.60, -0.20, 0.65)
H (3.22, 2.84, 1.40)
H (0.23, 0.24, -2.94)
H (1.38, 0.99, -4.01)
H (0.76, 1.86, -2.59)
H (1.41, -1.70, -2.11)
H (-0.93, 0.90, -1.18)
H (-0.23, -0.66, -0.96)
H (-2.44, 0.73, 0.52)
H (-1.48, -0.36, 1.47)
H (-2.43, -2.17, 0.53)
H (-2.19, -1.58, -1.08)
H (-4.95, 1.24, 1.39)
H (-6.42, 0.26, 1.20)
H (-5.55, 0.80, -0.22)